# 1
DFT (ωB97M-V/def2-TZVPD) results for a cluster of 5 separate species, C36H67I3N2O9PS in total.

Its net charge is +1. Its total energy is -104232.3173 eV. The value obtained for the LUMO energy is -2.70 eV. As for the gap between HOMO and LUMO: 8.3415 eV. Its HOMO energy is -0.4059 hartree.

Last column: Mulliken charge in e.
Geometry (Å):
C 1.14 6.09 -5.62  -0.76
C 1.06 4.67 -5.54  -0.33
C 1.04 3.03 -5.43  -0.18
C 1.11 2.41 -3.91  -0.05
C 2.65 2.64 -3.42  -0.98
C 3.20 4.09 -3.06  -0.70
C 2.28 5.18 -2.33  -0.78
I 3.47 7.08 -2.33  0.02
C 1.16 0.75 -4.18  -1.02
C -0.23 0.24 -4.81  -0.41
C -1.60 0.92 -4.21  -1.36
I -2.47 -0.79 -3.06  0.24
C -2.60 1.06 -5.52  0.06
C -3.01 -0.38 -6.22  -0.22
O -4.27 -0.86 -6.02  -0.48
I -1.77 -1.61 -7.54  0.09
C -1.40 2.28 -3.33  0.91
S -2.08 3.74 -4.40  -0.26
C -2.51 2.41 -2.09  -0.23
C -4.08 2.41 -2.55  -0.17
C -4.95 2.14 -1.14  -0.59
C -5.79 3.53 -0.76  -0.32
N -6.43 3.48 0.61  -0.59
N -0.01 2.71 -2.97  1.00
P 0.60 2.30 -1.33  0.10
C 0.10 0.49 -0.81  -0.86
C -0.20 3.37 0.06  -0.35
C -0.42 4.95 -0.29  -0.73
H 0.81 7.23 -5.48  0.33
H 0.08 2.70 -6.05  0.14
H 1.96 2.65 -6.09  0.57
H 3.28 2.31 -4.39  0.49
H 3.05 1.85 -2.62  0.41
H 3.61 4.60 -4.06  0.41
H 4.18 3.95 -2.39  0.36
H 2.20 4.90 -1.19  0.34
H 1.27 5.49 -2.84  0.26
H 1.60 0.16 -3.27  0.32
H 1.99 0.65 -5.04  0.51
H -0.20 0.50 -5.98  0.31
H -0.24 -0.95 -4.78  0.31
H -2.05 1.67 -6.39  0.41
H -3.64 1.56 -5.29  0.34
H -2.29 4.78 -3.47  0.19
H -2.37 1.65 -1.23  -0.09
H -2.34 3.52 -1.68  -0.14
H -4.50 3.47 -2.91  0.28
H -4.41 1.56 -3.26  0.08
H -4.27 1.92 -0.22  0.19
H -5.66 1.20 -1.27  0.34
H -6.54 3.75 -1.63  0.23
H -4.97 4.39 -0.82  0.18
H -7.47 3.59 0.42  0.29
H -6.18 4.42 1.06  0.26
H -0.06 3.78 -2.93  0.30
H 0.19 -0.28 -1.68  0.26
H 0.96 0.19 -0.04  0.51
H -0.89 0.45 -0.19  0.33
H 0.48 3.21 1.03  0.47
H -1.24 2.87 0.35  0.29
H 0.51 5.63 -0.01  0.31
H -1.30 5.34 0.41  0.28
H -0.80 5.14 -1.40  0.07
O 1.59 -0.50 1.61  -0.70
C 2.04 -1.52 2.14  0.78
O 3.20 -2.06 1.72  -0.34
C 3.89 -3.13 2.38  -0.56
C 3.34 -4.48 1.95  -0.80
C 1.25 -2.22 3.21  -0.93
H 3.88 -2.99 3.47  0.44
H 4.94 -3.06 2.07  0.27
H 2.29 -4.59 2.23  0.25
H 3.91 -5.29 2.42  0.28
H 3.39 -4.58 0.86  0.35
H 0.50 -2.86 2.74  0.25
H 0.75 -1.47 3.83  0.35
H 1.86 -2.82 3.88  0.26
O -5.12 5.74 2.15  -0.67
C -5.40 5.89 3.33  0.74
O -5.91 7.06 3.77  -0.35
C -6.43 7.29 5.09  -0.40
C -5.32 7.64 6.06  -0.93
C -5.09 4.82 4.34  -0.94
H -7.03 6.43 5.43  0.36
H -7.12 8.14 5.01  0.30
H -4.60 6.83 6.16  0.27
H -5.73 7.86 7.05  0.35
H -4.76 8.51 5.70  0.30
H -4.04 4.89 4.62  0.26
H -5.27 3.84 3.87  0.29
H -5.72 4.85 5.22  0.36
O 4.65 -4.91 4.62  -0.51
C 5.16 -5.82 5.26  0.66
O 6.49 -5.81 5.51  -0.36
C 7.17 -6.72 6.40  -0.40
C 7.50 -8.02 5.69  -0.95
C 4.35 -6.99 5.71  -0.95
H 6.59 -6.88 7.31  0.36
H 8.10 -6.23 6.70  0.30
H 6.60 -8.54 5.35  0.27
H 8.06 -8.68 6.35  0.35
H 8.10 -7.82 4.80  0.30
H 4.25 -7.70 4.89  0.25
H 3.35 -6.63 6.00  0.32
H 4.75 -7.50 6.59  0.37
O 1.20 -7.28 2.14  -0.55
C 1.34 -7.87 1.07  0.81
O 1.39 -7.19 -0.09  -0.34
C 1.72 -7.77 -1.37  -0.41
C 0.50 -8.38 -2.02  -0.97
C 1.35 -9.37 1.03  -1.08
H 2.56 -8.47 -1.27  0.35
H 2.09 -6.94 -1.99  0.33
H 0.10 -9.20 -1.42  0.27
H 0.75 -8.77 -3.01  0.36
H -0.30 -7.64 -2.12  0.30
H 0.33 -9.75 1.05  0.28
H 1.89 -9.74 1.92  0.29
H 1.88 -9.79 0.17  0.36

# 2
DFT (ωB97M-V/def2-TZVPD) results for a cluster of 11 separate species, C36H68N4O7 in total.

Its SMILES is C1CCOC1.C1CCOC1.C1CCOC1.C1CCOC1.C1CCOC1.C1CCOC1.C1CCOC1.CC#N.CC#N.CC#N.CC#N. Its total energy is -58718.6787 eV. The value obtained for the LUMO energy is 0.16 eV. The calculation puts the energy above the lowest of the compared OMol25 structures with the same formula, charge and spin at 0.0 kcal per mole. As for the gap between HOMO and LUMO: 9.4847 eV. Its HOMO energy is -0.3428 hartree.

Last column: Mulliken charge in e.
Geometry (Å):
C 3.79 -7.90 -3.74  -0.65
C 2.60 -8.14 -4.60  0.24
N 1.73 -8.38 -5.30  -0.33
H 4.67 -8.35 -4.21  0.25
H 3.43 -8.40 -2.84  0.23
H 3.98 -6.85 -3.53  0.26
C 4.51 -0.15 8.74  -0.69
C 3.30 -0.94 8.57  0.25
N 2.38 -1.57 8.45  -0.32
H 4.24 0.85 9.08  0.25
H 5.06 -0.05 7.80  0.26
H 5.08 -0.68 9.51  0.24
C 5.70 -0.18 -5.79  -0.71
C 6.20 0.47 -6.98  0.31
N 6.70 0.93 -7.96  -0.39
H 4.62 -0.02 -5.81  0.25
H 6.24 0.06 -4.87  0.27
H 5.63 -1.24 -6.05  0.26
C 7.65 -5.70 2.12  -0.74
C 7.86 -4.52 2.95  0.32
N 7.97 -3.57 3.61  -0.35
H 8.31 -5.80 1.26  0.27
H 6.65 -5.75 1.70  0.25
H 7.85 -6.57 2.75  0.24
C 7.42 8.62 -3.15  -0.42
C 7.70 8.81 -4.63  -0.61
C 6.60 7.96 -5.34  -0.36
O 6.42 6.93 -4.39  -0.43
C 6.70 7.29 -3.07  -0.39
H 6.77 9.36 -2.68  0.26
H 8.22 8.54 -2.41  0.28
H 8.63 8.47 -5.09  0.26
H 7.83 9.85 -4.92  0.37
H 7.04 7.69 -6.30  0.27
H 5.59 8.38 -5.41  0.27
H 7.22 6.47 -2.58  0.25
H 5.82 7.31 -2.43  0.25
C -8.08 -5.38 -0.33  -0.56
C -9.25 -4.71 -1.03  -0.58
C -8.70 -4.83 -2.41  -0.47
O -7.28 -4.67 -2.39  -0.39
C -6.88 -4.73 -1.07  -0.39
H -8.16 -6.45 -0.54  0.27
H -8.10 -5.17 0.74  0.33
H -9.43 -3.68 -0.72  0.29
H -10.20 -5.24 -1.04  0.29
H -9.10 -4.05 -3.06  0.30
H -8.98 -5.86 -2.62  0.31
H -6.81 -3.73 -0.64  0.25
H -5.89 -5.06 -0.74  0.36
C 2.17 -9.89 5.69  -0.51
C 0.82 -9.36 6.16  -0.49
C 0.58 -8.22 5.19  -0.44
O 0.98 -8.89 3.98  -0.43
C 2.14 -9.70 4.15  -0.32
H 2.19 -10.91 6.06  0.27
H 2.95 -9.44 6.31  0.31
H 0.84 -9.05 7.20  0.34
H 0.05 -10.11 6.01  0.24
H 1.15 -7.31 5.36  0.25
H -0.43 -7.82 5.14  0.30
H 3.03 -9.26 3.71  0.22
H 2.01 -10.61 3.56  0.24
C 0.21 -0.44 1.12  -0.52
C 0.38 1.07 1.13  -0.58
C 1.82 1.37 0.61  -0.34
O 2.53 0.17 1.17  -0.41
C 1.69 -0.88 1.46  -0.38
H 0.02 -0.74 0.09  0.24
H -0.52 -0.95 1.74  0.34
H 0.25 1.34 2.18  0.26
H -0.42 1.57 0.59  0.39
H 2.25 2.32 0.92  0.28
H 1.86 1.32 -0.48  0.24
H 1.77 -1.17 2.51  0.24
H 2.08 -1.73 0.90  0.25
C -0.83 1.12 -8.19  -0.59
C -1.87 0.39 -7.35  -0.62
C -1.29 -0.95 -7.04  -0.32
O -0.62 -1.28 -8.25  -0.38
C -0.47 -0.16 -9.05  -0.46
H 0.02 1.32 -7.55  0.27
H -1.18 2.02 -8.70  0.34
H -2.75 0.37 -8.00  0.27
H -2.16 0.94 -6.45  0.36
H -2.11 -1.66 -6.95  0.25
H -0.61 -0.92 -6.19  0.28
H -1.17 -0.21 -9.89  0.28
H 0.51 0.01 -9.48  0.31
C -0.79 7.60 7.22  -0.54
C -2.08 7.10 6.58  -0.53
C -1.97 7.74 5.19  -0.40
O -0.55 7.93 4.92  -0.41
C 0.26 7.59 6.09  -0.38
H -0.61 6.93 8.06  0.34
H -0.87 8.62 7.58  0.27
H -2.97 7.41 7.12  0.31
H -2.21 6.02 6.54  0.29
H -2.48 8.71 5.16  0.24
H -2.44 7.16 4.40  0.28
H 1.03 8.31 6.37  0.28
H 0.69 6.60 5.90  0.27
C -7.69 4.66 0.38  -0.45
C -8.53 3.79 -0.57  -0.33
C -9.95 4.12 -0.20  -0.49
O -9.99 5.38 0.42  -0.40
C -8.74 5.53 1.07  -0.47
H -6.94 5.22 -0.18  0.22
H -7.17 4.20 1.22  0.27
H -8.42 2.75 -0.29  0.22
H -8.34 4.03 -1.62  0.29
H -10.43 3.37 0.44  0.28
H -10.65 4.19 -1.04  0.28
H -8.82 5.17 2.10  0.27
H -8.46 6.57 1.20  0.31

# 3
DFT (ωB97M-V/def2-TZVPD) results for a structure of composition C36H69AsNO2PPtSbSi.

Its net charge is +1. Its total energy is -131815.8170 eV. The value obtained for the LUMO energy (spin up / spin down) is -2.09 / -4.16 eV. As for the gap between HOMO and LUMO (spin up / spin down): 6.4281 / 4.3544 eV. Its spin multiplicity is 3. Its HOMO energy (spin up / spin down) is -0.3129 / -0.3129 hartree.

Last column: Mulliken spin population.
Geometry (Å):
Pt 3.91 -1.00 0.67  0.92
C 6.40 -0.99 -2.51  0.01
Si 4.78 -0.02 -2.50  -0.01
C 5.08 1.67 -3.33  0.01
C 3.50 -0.80 -3.59  0.01
N 4.40 0.31 -0.79  0.78
C 4.24 1.54 -0.22  0.00
C 5.22 2.14 0.62  0.06
C 5.15 3.48 0.96  -0.05
C 4.03 4.19 0.59  0.08
C 3.12 3.61 -0.26  -0.07
C 3.08 2.24 -0.61  0.08
O 2.20 1.60 -1.43  0.03
C 0.90 2.16 -1.69  -0.01
C 0.50 1.90 -2.99  0.00
C -0.69 2.44 -3.48  0.00
C -1.44 3.35 -2.68  0.00
C -1.01 3.59 -1.36  0.00
C 0.07 2.85 -0.85  0.01
H 7.13 -0.60 -1.77  0.00
H 6.83 -1.08 -3.58  0.00
H 6.13 -2.07 -2.21  0.00
H 5.43 1.60 -4.37  0.00
H 5.79 2.22 -2.71  0.00
H 4.12 2.24 -3.39  0.00
H 3.61 -1.88 -3.56  0.00
H 3.37 -0.50 -4.58  0.00
H 2.52 -0.64 -3.09  0.00
H 5.93 1.47 0.96  0.00
H 5.91 3.93 1.61  0.00
H 3.81 5.20 0.88  0.00
H 2.31 4.23 -0.74  0.00
H 1.20 1.22 -3.60  0.00
H -1.01 2.25 -4.50  0.00
H -2.22 4.00 -3.14  0.00
H -1.56 4.30 -0.68  0.00
H 0.43 3.12 0.16  0.00
C -7.96 1.24 -1.32  0.00
C -6.52 1.59 -1.72  0.00
C -6.11 1.22 -3.14  0.00
C -6.16 3.05 -1.45  0.00
Sb -5.05 0.50 -0.30  0.00
C -4.92 -1.77 -0.97  0.00
C -4.03 -2.47 0.03  0.00
C -4.22 -1.76 -2.37  0.00
C -6.41 -2.26 -1.00  0.00
C -5.47 0.75 1.93  0.00
C -6.30 -0.49 2.29  0.00
C -6.17 2.10 2.23  0.00
C -4.04 0.77 2.45  0.00
H -8.69 1.87 -1.78  0.00
H -8.17 1.32 -0.24  0.00
H -8.13 0.19 -1.61  0.00
H -6.61 1.97 -3.78  0.00
H -6.52 0.25 -3.52  0.00
H -4.99 1.27 -3.24  0.00
H -6.58 3.66 -2.23  0.00
H -5.09 3.17 -1.60  0.00
H -6.44 3.39 -0.45  0.00
H -3.07 -1.93 0.14  0.00
H -3.85 -3.51 -0.38  0.00
H -4.62 -2.58 0.96  0.00
H -3.26 -1.29 -2.35  0.00
H -4.89 -1.36 -3.13  0.00
H -4.07 -2.82 -2.68  0.00
H -7.04 -1.90 -0.15  0.00
H -6.41 -3.35 -1.04  0.00
H -6.93 -1.91 -1.92  0.00
H -7.34 -0.35 1.84  0.00
H -6.42 -0.50 3.39  0.00
H -5.89 -1.40 1.91  0.00
H -7.18 2.31 1.75  0.00
H -5.60 2.95 1.83  0.00
H -6.29 2.32 3.30  0.00
H -3.57 -0.23 2.44  0.00
H -3.96 1.11 3.46  0.00
H -3.35 1.44 1.84  0.00
C 1.06 -0.85 2.90  -0.04
C 2.30 -1.51 3.38  0.06
P 3.85 -0.68 2.82  0.08
C 3.66 1.03 3.38  0.01
C 3.23 1.31 4.84  0.00
C 5.26 -1.45 3.63  -0.01
C 4.99 -1.94 5.07  0.00
H 0.17 -1.45 2.91  0.00
H 1.20 -0.55 1.83  0.01
H 0.89 0.08 3.46  0.00
H 2.46 -2.56 3.10  0.00
H 2.36 -1.53 4.52  0.00
H 2.97 1.58 2.70  0.00
H 4.63 1.55 3.29  0.00
H 2.24 0.92 5.07  0.00
H 3.12 2.37 4.96  0.00
H 3.96 1.02 5.56  0.00
H 6.04 -0.69 3.55  0.00
H 5.57 -2.14 2.88  0.01
H 4.97 -1.15 5.79  0.00
H 5.80 -2.56 5.39  0.00
H 4.10 -2.63 5.03  0.00
C 3.66 -4.52 0.72  0.02
As 2.96 -3.63 -0.87  -0.05
C 3.67 -4.79 -2.22  0.01
C 1.03 -3.44 -0.98  0.02
O 3.87 -2.14 -1.00  0.01
H 3.12 -4.11 1.61  -0.02
H 4.72 -4.34 0.87  0.00
H 3.57 -5.61 0.59  0.00
H 4.77 -4.53 -2.38  0.00
H 3.15 -4.71 -3.18  0.00
H 3.78 -5.92 -2.01  0.00
H 0.67 -3.66 0.00  0.00
H 0.67 -4.18 -1.70  0.00
H 0.71 -2.39 -1.15  0.00

# 4
DFT (ωB97M-V/def2-TZVPD) results for a cluster of 11 separate species, C36H70Cl8O14S6 in total.

Its SMILES is O=S1(=O)CCCC1.O=S1(=O)CCCC1.O=S1(=O)CCCC1.O=S1(=O)CCCC1.O=S1(=O)CCCC1.O=S1(=O)CCCC1.O=C1CCCO1.ClCCCl.ClCCCl.ClCCCl.ClCCCl. Its total energy is -232322.3820 eV. The value obtained for the LUMO energy is 0.27 eV. As for the gap between HOMO and LUMO: 10.3430 eV. Its HOMO energy is -0.3700 hartree.

Last column: Mulliken charge in e.
Geometry (Å):
C 3.79 -3.19 -2.11  0.63
C 2.42 -3.13 -2.76  -0.55
C 2.56 -2.15 -3.93  0.27
S 4.32 -2.26 -4.49  1.01
O 4.95 -0.97 -4.23  -0.53
O 4.46 -2.90 -5.77  -0.72
C 4.83 -3.44 -3.19  -1.11
H 3.91 -3.94 -1.33  0.46
H 4.03 -2.22 -1.65  -0.64
H 1.66 -2.85 -2.03  -0.01
H 2.18 -4.13 -3.11  0.37
H 2.52 -1.13 -3.53  -0.65
H 1.98 -2.11 -4.84  0.59
H 5.89 -3.32 -2.95  0.47
H 4.72 -4.40 -3.71  0.44
C -1.64 -5.43 3.07  -0.10
C -2.67 -4.89 2.09  -0.54
C -2.51 -3.38 2.01  0.17
S -2.05 -2.86 3.72  1.17
O -3.26 -2.37 4.37  -0.77
O -0.83 -2.05 3.68  -0.44
C -1.66 -4.53 4.33  -1.19
H -0.65 -5.40 2.61  -0.30
H -1.76 -6.49 3.29  0.57
H -3.67 -5.22 2.34  0.23
H -2.35 -5.26 1.11  0.21
H -3.31 -2.75 1.65  0.72
H -1.61 -3.16 1.43  -0.56
H -2.55 -4.89 4.85  0.42
H -0.81 -4.56 5.00  0.54
C 3.18 -2.29 2.57  0.25
C 2.92 -3.28 3.73  -1.27
C 1.95 -4.35 3.20  -0.04
S 1.93 -4.30 1.37  1.08
O 0.68 -3.69 0.95  -0.47
O 2.39 -5.55 0.83  -0.80
C 3.25 -3.05 1.26  -0.17
H 4.06 -1.67 2.73  0.67
H 2.29 -1.66 2.45  -0.59
H 2.46 -2.67 4.50  0.50
H 3.89 -3.72 3.96  0.34
H 0.94 -4.06 3.51  -0.54
H 2.14 -5.38 3.50  0.63
H 3.24 -2.43 0.37  -0.38
H 4.19 -3.60 1.21  0.63
C 5.33 2.68 -1.28  -1.25
C 5.70 1.47 -2.19  0.14
C 6.26 0.38 -1.27  -0.54
S 5.48 0.71 0.35  0.88
O 6.51 1.16 1.26  -0.77
O 4.62 -0.38 0.77  -0.39
C 4.51 2.15 -0.11  1.07
H 4.81 3.47 -1.83  0.65
H 6.21 3.18 -0.88  0.40
H 6.51 1.73 -2.87  0.53
H 4.91 1.12 -2.84  -0.34
H 7.32 0.38 -1.03  0.44
H 5.89 -0.63 -1.47  -0.04
H 4.43 2.78 0.78  0.58
H 3.53 1.85 -0.46  -1.15
C 1.62 3.26 -2.16  0.23
C 2.56 3.24 -3.37  -0.51
C 2.28 1.91 -4.10  -0.04
S 0.50 1.60 -3.89  1.05
O 0.35 0.29 -3.25  -0.47
O -0.23 1.92 -5.12  -0.76
C 0.24 3.02 -2.73  -0.18
H 1.66 4.18 -1.59  0.55
H 1.90 2.42 -1.52  -0.70
H 3.58 3.25 -2.99  -0.24
H 2.45 4.07 -4.06  0.48
H 2.68 1.06 -3.54  -0.60
H 2.57 1.71 -5.13  0.64
H -0.65 2.81 -2.15  -0.33
H -0.07 3.79 -3.45  0.50
C -5.84 6.23 0.25  -0.61
C -5.63 4.90 1.01  -0.87
C -4.14 4.52 0.97  -0.05
S -3.30 5.55 -0.32  0.80
O -2.70 4.70 -1.32  -0.46
O -2.51 6.60 0.29  -0.66
C -4.85 6.31 -0.88  -0.51
H -5.77 7.07 0.94  0.30
H -6.81 6.22 -0.26  0.33
H -6.27 4.15 0.54  0.36
H -5.85 4.91 2.07  0.28
H -3.98 3.50 0.61  -0.19
H -3.54 4.55 1.88  0.57
H -5.22 5.74 -1.74  0.11
H -4.60 7.30 -1.27  0.47
O 1.86 0.59 0.22  0.35
C 0.67 0.46 0.11  -0.55
O -0.15 1.50 -0.05  -0.61
C -1.48 1.03 -0.23  1.07
C -1.54 -0.31 0.49  0.36
C -0.12 -0.85 0.27  2.23
H -1.63 0.85 -1.30  -0.60
H -2.22 1.77 0.09  -0.02
H -2.33 -1.00 0.19  -0.24
H -1.71 -0.03 1.52  -0.78
H -0.10 -1.36 -0.70  -0.15
H 0.24 -1.39 1.13  -1.16
Cl -3.16 1.32 -3.23  -0.04
C -3.48 2.48 -4.54  -0.36
C -4.21 3.69 -3.95  0.30
Cl -5.92 3.33 -3.56  -0.23
H -4.14 2.00 -5.26  0.44
H -2.54 2.83 -4.94  0.11
H -4.28 4.52 -4.66  0.41
H -3.79 4.06 -3.02  -0.40
Cl 0.39 2.81 4.33  -0.21
C 1.36 1.59 3.45  0.84
C 2.69 1.40 4.13  0.09
Cl 3.82 2.70 3.75  -0.19
H 1.49 1.90 2.42  -0.32
H 0.77 0.68 3.45  -0.40
H 3.16 0.46 3.86  -0.24
H 2.47 1.36 5.20  0.49
Cl -2.89 1.33 3.25  0.01
C -3.31 1.02 4.98  -0.37
C -4.67 1.61 5.30  -0.51
Cl -4.73 3.36 5.11  -0.18
H -2.58 1.53 5.60  0.25
H -3.17 -0.04 5.19  0.17
H -4.98 1.28 6.29  0.40
H -5.45 1.18 4.68  0.29
Cl -6.42 -3.84 -0.16  -0.18
C -5.63 -4.53 -1.62  -0.54
C -4.10 -4.53 -1.58  -0.33
Cl -3.51 -2.86 -1.45  -0.03
H -6.05 -4.02 -2.48  0.34
H -5.95 -5.56 -1.71  0.34
H -3.77 -4.95 -2.53  0.38
H -3.78 -5.18 -0.77  0.10